Density functional theory data (the ωB97M-V functional and the def2-TZVPD basis) for one molecule with the formula C4H7N3O in a non-equilibrium geometry.

The geometry in XYZ format:
```
15
C4H7N3O the ωB97M-V functional and the def2-TZVPD basis
C -1.987 -0.004 -0.683
N -0.709 0.601 -0.367
C 0.807 0.179 -0.422
N 1.689 1.074 -0.918
C 0.967 -0.661 0.613
O 2.141 -0.808 1.307
C -0.290 -0.907 1.309
N -0.896 -1.639 2.008
H -2.493 0.581 -1.457
H -2.642 0.025 0.193
H -1.852 -1.034 -1.024
H -0.772 1.616 -0.314
H 1.579 1.220 -1.915
H 2.560 1.145 -0.394
H 1.899 -1.387 2.063
```

The calculation puts the lowest unoccupied orbital energy at 0.6 eV. The SMILES is CN/C(N)=C(/O)C#N. Its total energy is -396.01637 a.u. As for the total charge: 0. Its HOMO-LUMO gap is 8.42 eV.